Record 1
{"formula": "C2H3N3O", "method": "ωB97M-V with the def2-TZVPD basis set", "species": ["N", "C", "C", "N", "O", "N", "H", "H", "H"], "coordinates": [[-0.129, 1.081, 1.106], [0.177, 0.110, 0.222], [-0.645, -0.243, -0.897], [0.063, -0.999, -1.681], [1.221, -1.161, -1.071], [1.346, -0.498, 0.032], [-0.968, 0.758, 1.678], [0.657, 1.041, 1.765], [-1.720, -0.089, -1.155]], "total_charge": 0, "gap_ev": 10.555, "smiles": "Nc1cnon1", "lumo_ev": 0.77, "e_tot_ha": -317.42552, "e_homo_ev": -9.8, "relative_energy_kj_mol": 280.4}

Record 2
{"formula": "C2H3N3O", "method": "ωB97M-V with the def2-TZVPD basis set", "species": ["O", "N", "C", "C", "N", "N", "H", "H", "H"], "coordinates": [[1.164, 0.786, -1.507], [0.504, 0.350, -0.383], [-0.537, -0.460, -0.446], [-0.969, -0.645, 0.871], [-0.127, 0.022, 1.678], [0.768, 0.672, 1.109], [1.888, 1.341, -1.194], [-0.921, -0.826, -1.380], [-1.770, -1.241, 1.252]], "total_charge": 0, "gap_ev": 10.039, "smiles": "On1ccnn1", "lumo_ev": 0.81, "e_tot_ha": -317.40221, "e_homo_ev": -9.2, "relative_energy_kj_mol": 341.6}

Record 3
{"formula": "C2H3N3O", "method": "ωB97M-V with the def2-TZVPD basis set", "species": ["O", "N", "C", "C", "N", "N", "H", "H", "H"], "coordinates": [[0.042, -0.033, 2.095], [-0.082, 0.032, 0.702], [0.741, -0.505, -0.277], [0.200, 0.006, -1.418], [-0.885, 0.738, -1.142], [-1.037, 0.780, 0.196], [-1.021, 0.163, 2.291], [1.648, -1.071, 0.009], [0.393, -0.110, -2.456]], "total_charge": 0, "gap_ev": 10.936, "smiles": "On1ccnn1", "lumo_ev": 0.70, "e_tot_ha": -317.40453, "e_homo_ev": -10.2, "relative_energy_kj_mol": 335.5}

Record 4
{"formula": "C2H3N3O", "method": "ωB97M-V with the def2-TZVPD basis set", "species": ["N", "C", "C", "N", "O", "N", "H", "H", "H"], "coordinates": [[0.867, 1.199, -0.490], [0.102, 0.210, 0.097], [-0.375, -1.032, -0.430], [-0.977, -1.676, 0.525], [-0.893, -0.899, 1.619], [-0.239, 0.266, 1.357], [0.926, 2.023, 0.093], [0.647, 1.433, -1.444], [-0.301, -1.465, -1.418]], "total_charge": 0, "gap_ev": 10.499, "smiles": "Nc1cnon1", "lumo_ev": 0.82, "e_tot_ha": -317.44422, "e_homo_ev": -9.7, "relative_energy_kj_mol": 231.3}

Record 5
{"formula": "C2H3N3O2", "method": "ωB97M-V with the def2-TZVPD basis set", "species": ["C", "O", "C", "N", "N", "O", "N", "H", "H", "H"], "coordinates": [[-0.167, 0.193, 1.651], [0.462, 0.746, 0.537], [0.329, 0.216, -0.676], [-0.619, -0.753, -0.889], [-0.531, -1.017, -2.138], [0.449, -0.181, -2.732], [0.906, 0.713, -1.689], [0.333, -0.803, 1.890], [0.194, 0.729, 2.436], [-1.355, 0.158, 1.611]], "total_charge": 0, "gap_ev": 10.485, "smiles": "COc1nnon1", "lumo_ev": -0.22, "e_tot_ha": -392.62395, "e_homo_ev": -10.7, "relative_energy_kj_mol": 445.3}

Record 6
{"formula": "C2H3N3O2", "method": "ωB97M-V with the def2-TZVPD basis set", "species": ["C", "C", "N", "N", "N", "O", "O", "H", "H", "H"], "coordinates": [[0.844, 1.101, 0.121], [1.265, -0.145, 0.066], [-0.353, 1.716, -0.104], [1.851, -1.161, 0.267], [-1.113, -0.365, 0.070], [-1.405, 0.883, -0.199], [-2.155, -1.179, 0.018], [1.789, 1.656, -0.025], [2.308, -1.905, -0.368], [-3.031, -0.601, 0.154]], "total_charge": 0, "gap_ev": [8.259, 8.223], "lumo_ev": [0.62, -0.10], "e_tot_ha": -392.47789, "e_homo_ev": [-7.6, -8.3], "relative_energy_kj_mol": 828.7}

Record 7
{"formula": "C2H3N3O2", "method": "ωB97M-V with the def2-TZVPD basis set", "species": ["C", "C", "H", "H", "H", "N", "N", "N", "O", "O"], "coordinates": [[-0.923, 0.325, -0.198], [1.125, 0.220, 0.014], [-2.937, 0.231, 0.086], [2.515, -1.058, 0.507], [-0.265, -1.485, 0.049], [-0.605, 1.500, -0.251], [0.744, 1.447, 0.192], [0.083, -0.592, 0.042], [-2.075, -0.409, -0.103], [2.338, -0.179, -0.338]], "total_charge": 0, "gap_ev": 8.812, "lumo_ev": -0.20, "e_tot_ha": -392.63630, "e_homo_ev": -9.0, "relative_energy_kj_mol": 412.9}

Record 8
{"formula": "C2H3N3O2", "method": "ωB97M-V with the def2-TZVPD basis set", "species": ["O", "C", "N", "N", "C", "N", "O", "H", "H", "H"], "coordinates": [[-1.755, -1.115, -0.400], [-0.789, -0.418, -0.452], [0.181, -0.228, -1.454], [1.224, 0.568, -1.053], [1.090, 0.784, 0.228], [-0.212, 0.261, 0.640], [-0.435, 0.009, 2.002], [0.355, -0.642, -2.381], [1.523, 1.502, 0.876], [-1.182, -0.722, 1.992]], "total_charge": 0, "gap_ev": 9.945, "smiles": "O=c1[nH]ncn1O", "lumo_ev": 0.72, "e_tot_ha": -392.68045, "e_homo_ev": -9.2, "relative_energy_kj_mol": 296.9}

Record 9
{"formula": "C2H3N3O2", "method": "ωB97M-V with the def2-TZVPD basis set", "species": ["C", "C", "N", "N", "N", "O", "O", "H", "H", "H"], "coordinates": [[-1.093, -0.829, 0.012], [1.207, 0.657, 0.207], [-1.125, 0.619, 0.594], [0.031, 1.266, 0.374], [0.192, -1.229, -0.112], [-2.145, -1.400, 0.015], [-1.042, 1.473, -0.536], [1.641, 0.635, -0.707], [1.789, 0.442, 1.085], [0.546, -1.635, -0.931]], "total_charge": 0, "gap_ev": [9.140, 9.139], "lumo_ev": [-0.66, -0.66], "e_tot_ha": -392.49525, "e_homo_ev": [-9.8, -9.8], "relative_energy_kj_mol": 783.2}

Record 10
{"formula": "C2H3N3O2", "method": "ωB97M-V with the def2-TZVPD basis set", "species": ["C", "N", "O", "N", "N", "C", "O", "H", "H", "H"], "coordinates": [[-0.134, 1.447, -0.068], [0.152, -0.013, -0.071], [1.496, -0.365, 0.431], [1.438, -1.752, 0.525], [0.401, -2.216, -0.049], [-0.656, -1.227, -0.122], [-1.929, -1.153, -0.184], [-1.203, 1.598, -0.532], [0.002, 1.868, 0.898], [0.434, 1.813, -0.827]], "total_charge": 0, "gap_ev": 9.633, "smiles": "Cn1onnc1=O", "lumo_ev": -0.65, "e_tot_ha": -392.59891, "e_homo_ev": -10.3, "relative_energy_kj_mol": 511.0}

Record 11
{"formula": "C2H3N3O3", "method": "ωB97M-V with the def2-TZVPD basis set", "species": ["C", "C", "H", "H", "H", "N", "N", "N", "O", "O", "O"], "coordinates": [[0.025, 1.081, 0.352], [0.153, -0.111, -0.354], [-0.696, 1.937, -1.095], [-0.322, -2.078, -0.132], [-0.785, 0.183, -1.845], [0.485, 1.002, 1.560], [1.016, -0.933, 0.545], [-0.286, -0.544, -1.440], [-0.843, 1.967, -0.167], [0.748, -0.337, 1.755], [0.506, -2.167, 0.820]], "total_charge": 0, "gap_ev": 9.113, "lumo_ev": -0.61, "e_tot_ha": -467.74700, "e_homo_ev": -9.7, "relative_energy_kj_mol": 570.6}

Record 12
{"formula": "C2H3N3O3", "method": "ωB97M-V with the def2-TZVPD basis set", "species": ["O", "C", "N", "N", "C", "O", "O", "N", "H", "H", "H"], "coordinates": [[-2.545, 0.116, -0.202], [-1.399, 0.083, -0.027], [-0.406, 1.051, -0.238], [0.715, 0.932, 0.548], [1.354, -0.059, 0.095], [2.489, -0.135, -0.328], [0.510, -1.029, -0.183], [-0.675, -1.111, 0.462], [-0.595, 2.108, -0.423], [1.169, 1.879, 0.432], [-1.379, -1.861, -0.120]], "total_charge": 0, "gap_ev": 10.024, "smiles": "O=C1NNC(=O)ON1", "lumo_ev": 0.26, "e_tot_ha": -467.87156, "e_homo_ev": -9.8, "relative_energy_kj_mol": 243.6}